(1)
{"formula": "C4H7NO2", "method": "the ωB97M-V functional and the def2-TZVPD basis", "symbols": ["O", "O", "N", "C", "C", "C", "C", "H", "H", "H", "H", "H", "H", "H"], "positions_angstrom": [[-1.88908, -1.51636, -1.57547], [1.08432, 2.86474, 1.22739], [1.59385, 0.66675, 1.63802], [0.15373, -1.50431, -0.13303], [-1.22906, -0.29768, -1.51952], [-1.21905, -1.24062, -0.32883], [1.09097, 1.69103, 0.91398], [-1.89167, -0.96709, 0.48099], [-1.82570, 0.60100, -1.36670], [1.37194, -0.28179, 1.34715], [-0.36129, -0.18208, -2.16862], [0.52291, -2.02199, -1.03634], [0.68130, 1.33325, -0.05438], [1.91684, 0.85514, 2.57537]], "forces_ev_per_a": [[0.0, 0.0, -0.1], [0.0, -0.3, -0.1], [-0.1, 0.1, 0.1], [-0.3, 0.0, -0.3], [0.1, 0.3, -0.3], [0.3, -0.1, 0.5], [0.0, 0.0, 0.0], [0.1, 0.0, -0.1], [0.1, -0.1, 0.0], [0.0, 0.2, 0.0], [-0.1, -0.1, 0.1], [0.0, 0.1, 0.1], [0.0, 0.1, 0.1], [0.0, 0.0, -0.1]]}

---

(2)
{"formula": "C5H10NO2", "method": "the ωB97M-V functional and the def2-TZVPD basis", "charge": 1, "symbols": ["O", "O", "N", "C", "C", "C", "C", "C", "H", "H", "H", "H", "H", "H", "H", "H", "H", "H"], "positions_angstrom": [[-2.61892, 0.68134, 0.35032], [-1.27035, -0.77187, -1.29708], [0.95530, 1.28767, -0.77476], [-0.73508, -0.58793, -0.17073], [1.91753, 0.63147, 0.01934], [-1.35572, 0.31707, 0.82046], [0.49148, -1.46074, 0.10126], [1.69382, -0.64896, 0.36762], [0.31669, -2.23362, 0.79864], [-3.23321, -0.02580, 0.30793], [0.62715, 2.10532, -0.26922], [0.50940, -2.05099, -0.82297], [2.88248, 1.15876, 0.35277], [-1.87544, 0.03014, -1.31629], [2.64435, -1.11791, 0.75314], [-0.81961, 1.25993, 0.76632], [1.25852, 1.65046, -1.72056], [-1.38839, -0.22434, 1.73384]], "forces_ev_per_a": [[0.3, 1.5, -0.6], [-0.8, 1.6, 0.2], [-0.8, 1.3, -1.0], [3.0, -1.5, 0.4], [1.3, -0.9, 0.3], [-0.8, 0.3, -1.4], [-1.4, 0.7, -2.2], [3.2, 0.9, 0.4], [-0.4, -0.4, 1.5], [-1.1, -1.2, 0.4], [0.0, 0.3, -0.3], [0.7, 0.1, -0.1], [-1.5, -0.9, -0.7], [-0.6, -0.8, -0.8], [-1.6, 0.0, 0.2], [0.4, -0.3, 1.0], [0.0, -0.8, 1.5], [0.2, 0.0, 1.3]]}

---

(3)
{"formula": "C12H35AgO14", "method": "the ωB97M-V functional and the def2-TZVPD basis", "symbols": ["Ag", "O", "O", "O", "O", "O", "O", "O", "O", "O", "O", "O", "O", "O", "O", "C", "C", "C", "C", "C", "C", "C", "C", "C", "C", "C", "C", "H", "H", "H", "H", "H", "H", "H", "H", "H", "H", "H", "H", "H", "H", "H", "H", "H", "H", "H", "H", "H", "H", "H", "H", "H", "H", "H", "H", "H", "H", "H", "H", "H", "H", "H"], "positions_angstrom": [[1.18023, 2.91511, 1.40556], [0.33654, -2.19298, -0.53758], [2.59064, -1.77502, -1.03919], [0.14740, 4.33109, 0.33964], [0.88267, -0.28215, -2.96922], [-2.74656, 0.63479, 1.02785], [2.44444, 2.51600, -0.22805], [0.97964, 1.41122, 0.72052], [-2.41972, -2.36898, -0.22126], [1.04116, -1.06217, 4.07498], [2.25502, -3.17603, 2.72131], [0.12577, -0.57541, 0.82323], [-1.16930, 1.03816, 2.19845], [1.22644, -0.05075, -0.95097], [-4.04283, 1.58079, -1.34787], [-2.07017, 0.78891, -0.22196], [0.31760, 3.63355, -0.86013], [2.66865, -1.81785, -2.41958], [-1.79369, -2.66957, -1.48716], [1.80956, 3.35323, -1.21445], [-2.68976, 1.96522, -1.06305], [2.27352, -0.44257, -2.86022], [-0.48556, -1.91191, -1.66644], [1.20045, -2.50323, 1.98521], [0.35563, -1.78132, 3.10625], [0.76209, 0.31113, 0.08718], [-1.68462, 0.20192, 3.26982], [-1.93539, -0.13896, -0.77783], [-1.53960, -3.72944, -1.50221], [0.65875, -3.31058, 1.49239], [-2.69129, 2.93464, -0.56473], [-0.25951, -2.62480, 3.41964], [1.88868, -2.55785, -2.59886], [-0.48433, -0.86854, -1.98181], [2.69715, -0.32067, -3.85711], [-4.66479, 2.30467, -1.45166], [-2.47125, 0.61736, 3.89967], [2.70818, -3.80657, 2.15681], [1.90958, -1.14091, -0.80325], [0.61300, -1.41796, -0.04308], [1.77937, -1.93314, 1.25861], [-0.09258, 4.09926, -1.75623], [-0.37420, -1.13926, 2.61307], [2.08143, 1.63078, -0.30674], [2.34876, 4.29547, -1.31231], [-0.00879, -2.42330, -2.50268], [3.63386, -2.14584, -2.80541], [-3.04308, 1.49369, 1.33765], [0.08784, 5.28788, 0.28868], [-0.10537, 2.62943, -0.89082], [-1.09501, 1.21801, 0.00836], [-2.08069, -0.73825, 2.88603], [-2.24394, 1.97599, -2.05765], [-1.54412, 0.82867, 1.33983], [-0.11578, 0.08117, 1.48061], [-0.90160, 0.01982, 4.00590], [-2.47272, -2.49470, -2.32169], [1.85033, 2.88513, -2.19798], [-1.82071, -2.74198, 0.42963], [2.70761, 0.40757, -2.33399], [0.88046, -1.42441, 4.94936], [0.60451, 0.17645, -2.17303]], "forces_ev_per_a": [[1.6, 12.3, 10.8], [-2.0, -3.4, -2.2], [4.6, -2.1, 1.9], [-1.7, 1.5, -0.3], [0.2, 0.9, -4.4], [-5.6, -2.0, -4.8], [4.4, 3.3, -4.4], [-4.4, -16.4, -5.8], [-0.3, 0.0, -0.8], [0.3, 0.2, 0.3], [-0.1, -0.2, 0.8], [-1.3, 3.1, 1.0], [4.8, 1.2, 6.1], [-0.1, 4.8, 2.1], [-0.3, -0.4, 0.4], [-1.3, 2.9, -1.8], [1.4, -0.5, -3.0], [-1.1, 0.3, 1.4], [0.2, 0.3, 0.7], [0.0, -0.1, 0.3], [-1.5, -2.0, -0.6], [0.8, 0.5, -3.7], [0.0, -1.9, 0.5], [2.3, -0.7, 2.0], [-0.5, -1.6, -2.7], [0.4, 2.0, 4.6], [-0.3, 0.5, 0.2], [-0.7, 0.1, 0.5], [0.0, -0.2, 0.0], [-0.6, 0.7, -0.2], [0.5, 0.0, 0.2], [0.1, 0.0, 1.1], [0.1, -0.1, -1.6], [-1.3, -0.9, 0.7], [-0.2, 0.1, -0.6], [0.4, 0.3, 0.0], [-0.4, 0.8, -0.6], [-0.1, 0.1, -0.2], [1.3, -1.4, -0.7], [-0.9, -3.1, -1.2], [-0.6, 0.2, 0.2], [-0.3, 0.6, 0.2], [0.9, -0.9, 0.6], [0.7, 0.2, -0.6], [0.2, 0.0, 0.3], [-0.1, 0.2, -0.4], [0.1, 0.1, 0.2], [-0.3, 0.1, -0.1], [0.1, 0.0, -0.5], [-0.6, 0.4, 0.8], [0.1, -0.1, -0.4], [0.0, 0.1, 0.0], [0.8, 0.4, 0.2], [0.1, -0.4, 1.9], [-0.9, 0.3, 2.6], [0.2, 0.1, -0.4], [-0.3, 0.2, 0.2], [-0.2, -0.2, -0.1], [0.2, 0.1, 0.1], [0.4, -0.5, 0.4], [0.2, -0.2, -0.1], [0.2, 0.2, -1.4]]}

---

(4)
{"formula": "S2", "method": "the ωB97M-V functional and the def2-TZVPD basis", "symbols": ["S", "S"], "positions_angstrom": [[0.00000, 0.00000, 0.93837], [0.00000, 0.00000, -0.93837]], "forces_ev_per_a": [[0.0, 0.0, 0.2], [0.0, 0.0, -0.2]]}

---

(5)
{"formula": "C13H13BrN2OS", "method": "the ωB97M-V functional and the def2-TZVPD basis", "smiles": "Cc1ccc(OCCSc2ncccn2)c(Br)c1", "symbols": ["Br", "S", "O", "N", "N", "C", "C", "C", "C", "C", "C", "C", "C", "C", "C", "C", "C", "C", "H", "H", "H", "H", "H", "H", "H", "H", "H", "H", "H", "H", "H"], "positions_angstrom": [[-2.95848, 0.25431, -0.44337], [0.50749, -1.74053, -1.20719], [-1.08698, -1.18258, 1.75384], [2.54468, -1.30174, 0.43065], [2.37678, 0.03471, -1.51427], [1.04999, 3.72798, -0.15400], [1.95643, -0.92358, -0.69708], [-0.61505, -0.00708, 1.22414], [3.64349, -0.65559, 0.77327], [0.47588, 2.43180, 0.32743], [1.09255, 1.70418, 1.33747], [0.55905, 0.50780, 1.77081], [-1.26035, 0.76001, 0.25607], [0.09453, -2.75067, 0.26733], [4.17126, 0.36798, 0.00238], [-0.71345, 1.94816, -0.19685], [3.47662, 0.67058, -1.16351], [-1.21853, -2.30994, 0.90791], [4.10579, -0.98084, 1.69699], [0.00590, -3.77828, -0.07821], [2.00595, 2.07009, 1.78462], [-1.23348, 2.50737, -0.96029], [0.93363, -2.64730, 0.95418], [0.72443, 3.94224, -1.16862], [1.03950, -0.06513, 2.54814], [2.13692, 3.70205, -0.12749], [3.80582, 1.44668, -1.84204], [-1.57078, -3.09722, 1.58021], [0.71666, 4.54267, 0.48975], [-1.97164, -2.15415, 0.12822], [5.06982, 0.89009, 0.28418]], "forces_ev_per_a": [[0.2, 0.0, 0.1], [-0.4, -0.4, -0.1], [-0.1, 0.4, 0.0], [0.0, -0.2, 0.0], [-0.3, 0.0, -0.4], [-0.1, 0.0, 0.1], [0.2, -0.1, 0.3], [0.1, 0.2, 0.1], [0.3, 0.3, -0.1], [0.0, -0.1, 0.0], [-0.1, 0.0, -0.1], [-0.3, -0.1, 0.0], [-0.3, -0.1, 0.1], [-0.1, 0.4, -0.3], [-0.1, 0.0, 0.0], [0.0, -0.1, 0.1], [0.3, 0.0, 0.3], [0.1, -0.5, -0.3], [0.1, 0.1, 0.1], [0.0, -0.1, 0.1], [0.1, 0.0, 0.0], [0.0, 0.0, -0.1], [-0.1, -0.2, 0.0], [0.0, 0.1, -0.1], [0.0, -0.1, 0.1], [0.1, 0.0, 0.0], [0.1, 0.1, 0.0], [0.0, 0.0, -0.1], [0.0, 0.1, 0.0], [0.0, 0.0, 0.2], [0.1, 0.1, 0.0]]}

---

In the order shown, the computed electronic energy values come out to -361.680696, -401.419275, -1677.833336, -796.320941, -3660.126585 Ha.
In the order shown, the computed HOMO-LUMO gap values come out to 0.3230, 0.3302, 0.2644, 0.2118, 0.3272 hartree.